No. 1
ORCA calculation (ωB97M-V with the def2-TZVPD basis set) on a molecular structure, C3H5CuLiO4.

Geometry (Å):
O -0.0694 0.0610 0.3721
O -0.1442 -2.0930 0.0805
C 0.5118 -1.0479 -0.2088
O 1.7374 -1.0494 -0.2945
C 0.3242 1.3520 -0.0965
C -0.3038 1.6318 -1.4466
H -0.0441 2.0502 0.6650
H 1.4191 1.3960 -0.1427
H -1.3699 1.3654 -1.4387
H -0.1961 2.6968 -1.6920
H 0.1895 1.0327 -2.2240
O -0.9651 -2.6788 2.9008
Cu -1.3468 -1.3999 1.9051
Li 0.2575 -3.3168 1.6201

Forces on the atoms, in the same order (eV/Å):
O -1.658 0.662 -0.610
O -2.231 -1.017 -0.106
C 3.494 -0.936 4.419
O -0.360 0.721 -2.258
C 0.057 0.259 0.097
C 0.014 0.016 -0.179
H 0.155 -0.157 -0.171
H -0.228 -0.025 0.074
H 0.250 0.183 0.038
H -0.041 -0.285 -0.051
H -0.114 0.190 0.135
O 0.624 -1.782 0.826
Cu 0.209 1.834 -2.105
Li -0.172 0.337 -0.109

Results
Spin multiplicity = 2
Calculated total energy = -56225.298 eV
Charge = 0
Relative energy (zero: lowest compared OMol25 entry of this formula, charge and spin) = 17.9 kcal/mol
LUMO level (spin up / spin down) = -0.4 / -1.2 eV
Molecular weight = 175.56 g/mol

***

No. 2
ORCA calculation (ωB97M-V with the def2-TZVPD basis set) on 2 unconnected molecules or ions with the total composition C3H5F2IO.

Geometry (Å):
C 0.7426 -1.6560 -0.0571
C -0.3411 -0.7115 0.5652
C -0.5026 2.1649 -0.2326
O -0.9525 0.1695 -0.3539
F -1.5853 2.7999 -0.1896
F 0.2317 2.2342 0.8270
I 0.6079 2.2207 -1.9987
H 0.3719 -2.0526 -0.9023
H 1.6593 -1.3024 -0.5279
H 0.8996 -2.4066 0.7000
H -0.0154 -0.0858 1.2896
H -1.1162 -1.3741 0.8804

Forces on the atoms, in the same order (eV/Å):
C 0.397 2.021 2.241
C 0.255 -0.537 -3.692
C 1.434 -5.217 -1.311
O 0.029 3.137 -0.680
F -1.428 0.686 0.460
F -0.144 0.450 0.906
I -0.088 0.252 -0.165
H -2.200 -2.018 -2.682
H 0.436 0.886 1.075
H 0.524 -0.493 0.010
H 1.434 1.252 3.076
H -0.649 -0.419 0.763

Results
Spin multiplicity = 1
Calculated total energy = -18771.395 eV
Charge = 0
Relative energy (zero: lowest compared OMol25 entry of this formula, charge and spin) = 68.2 kcal/mol
LUMO level (spin up / spin down) = -0.3 / -0.3 eV
Molecular weight = 221.97 g/mol

***

No. 3
ORCA calculation (ωB97M-V with the def2-TZVPD basis set) on a single C3H5F2N molecule.

Geometry (Å):
C 0.0452 1.1164 -0.4364
C -1.0441 -0.0990 -0.4545
C 0.3806 -0.3018 -0.1225
N 0.7160 -0.5459 1.2370
F -1.4750 -0.3386 -1.6259
F 1.2089 -0.9967 -0.9218
H 0.0821 1.4261 -1.4219
H 0.0719 1.7943 0.3505
H -1.7055 -0.1450 0.2981
H 0.0642 -1.1013 1.7539
H 1.6558 -0.8087 1.3435

Forces on the atoms, in the same order (eV/Å):
C -1.474 -2.847 0.216
C 4.667 2.663 1.680
C 0.412 0.404 1.158
N -1.561 0.817 -0.068
F -1.475 -1.197 -3.836
F 0.327 -0.523 -1.291
H 0.468 0.786 -1.777
H 0.021 1.062 1.112
H -2.544 -0.285 2.525
H 0.001 -0.499 0.037
H 1.157 -0.379 0.243

Results
Spin multiplicity = 1
Calculated total energy = -10115.215 eV
Charge = 0
Relative energy (zero: lowest compared OMol25 entry of this formula, charge and spin) = 25.8 kcal/mol
LUMO level = 1.1 eV
Molecular weight = 93.08 g/mol

***

No. 4
ORCA calculation (ωB97M-V with the def2-TZVPD basis set) on a single C3H5F2NO molecule.

Geometry (Å):
C 1.3018 -0.4609 -0.3144
C 0.4642 0.7373 0.1879
C -1.6867 -0.3374 0.4984
H 1.3188 -0.3859 -1.3702
H 0.6507 1.0154 1.3037
H 0.8255 1.7002 -0.3646
H -1.0872 0.5822 -1.3397
H -1.3744 -0.5745 1.5532
N -0.9487 0.6367 -0.1079
O -2.6318 -0.8775 -0.2530
F 0.5805 -1.6069 0.1056
F 2.5873 -0.4286 0.1010

Forces on the atoms, in the same order (eV/Å):
C -1.917 0.569 1.265
C 1.467 2.930 1.099
C -4.033 -2.196 -4.526
H -0.041 -0.768 -1.267
H -0.339 -0.957 -1.764
H -0.351 -1.763 0.904
H 0.009 0.165 5.086
H -0.752 0.047 -0.898
N 0.632 -0.495 -4.486
O 4.034 2.014 4.615
F 1.839 0.917 -0.509
F -0.548 -0.462 0.481

Results
Spin multiplicity = 1
Calculated total energy = -12162.988 eV
Charge = 0
Relative energy (zero: lowest compared OMol25 entry of this formula, charge and spin) = 43.8 kcal/mol
LUMO level = 0.6 eV
Molecular weight = 109.08 g/mol

***

No. 5
ORCA calculation (ωB97M-V with the def2-TZVPD basis set) on a single C3H5F3Si molecule.

Geometry (Å):
C -1.2653 1.1839 -0.0278
C -0.5298 0.0820 0.0558
C -0.8524 -1.3589 -0.2223
F 2.3592 -0.1783 1.5923
F 2.6477 -0.2082 -0.9505
F 2.1353 1.9007 0.3585
Si 1.7223 0.3522 0.2371
H -1.0013 2.2062 0.1521
H -2.4256 1.2179 -0.1190
H -1.1565 -1.4579 -1.2620
H -1.6349 -1.6073 0.3956
H 0.0014 -2.1324 -0.2098

Forces on the atoms, in the same order (eV/Å):
C -2.608 -0.299 0.480
C 4.382 0.695 -0.550
C 2.276 -0.149 -1.768
F -0.418 -0.640 -0.143
F -0.894 -0.065 0.464
F -0.611 -0.366 -0.417
Si -1.750 1.107 0.038
H 1.085 0.170 0.024
H 1.909 -0.888 -0.117
H -0.444 0.171 -0.131
H -1.800 -1.197 1.396
H -1.126 1.461 0.724

Results
Spin multiplicity = 1
Calculated total energy = -19225.730 eV
Charge = 0
Relative energy (zero: lowest compared OMol25 entry of this formula, charge and spin) = 0.0 kcal/mol
LUMO level = 0.6 eV
Molecular weight = 126.15 g/mol

***

No. 6
ORCA calculation (ωB97M-V with the def2-TZVPD basis set) on 2 unconnected molecules or ions with the total composition C3H5FI2S.

Geometry (Å):
C 0.3594 -0.7436 -0.4493
C -0.5376 0.3290 -1.1570
C 1.2140 -0.0951 0.5949
F 1.5058 1.1759 0.3577
S -0.9374 0.8148 2.7947
I -1.8060 -0.6519 -2.6739
I 2.6471 -1.2859 1.4355
H -0.2420 -1.5229 -0.0248
H 0.8674 -1.2795 -1.1819
H 0.0270 1.1211 -1.5651
H -1.1740 0.6381 -0.3113
H -1.9237 1.4999 2.1804

Forces on the atoms, in the same order (eV/Å):
C -1.334 1.719 -0.157
C -0.899 -2.287 1.815
C -1.022 -0.274 -0.238
F 0.510 0.119 0.048
S 0.233 -0.180 -0.305
I 0.716 0.658 0.790
I 0.360 0.025 0.370
H -0.580 -0.181 0.666
H 1.735 -0.717 -1.368
H 0.327 0.737 -0.675
H -0.216 0.463 -0.910
H 0.170 -0.083 -0.034

Results
Spin multiplicity = 1
Calculated total energy = -32942.633 eV
Charge = 0
Relative energy (zero: lowest compared OMol25 entry of this formula, charge and spin) = 53.1 kcal/mol
LUMO level (spin up / spin down) = -2.3 / -0.6 eV
Molecular weight = 345.95 g/mol

***

No. 7
ORCA calculation (ωB97M-V with the def2-TZVPD basis set) on a single C3H5FN2 molecule.

Geometry (Å):
C -0.2670 -0.9968 -0.4422
C -0.1999 0.3088 0.2833
C -1.0187 0.6376 1.3207
H 1.8270 0.0113 -1.1482
H 2.2778 -1.0381 -2.2179
H -0.9641 -1.6583 0.1114
H 0.4799 1.0689 -0.1104
H -1.7589 -0.0169 1.9041
N 1.4412 -0.5732 -1.8752
N 0.5236 -1.5310 -1.3000
F -0.7447 1.8516 1.8574

Forces on the atoms, in the same order (eV/Å):
C -0.103 -0.582 2.133
C -1.076 -0.210 -0.466
C 1.495 -0.874 -0.616
H -0.167 0.423 0.288
H -0.554 -0.558 -0.231
H 0.279 -0.091 -1.000
H -0.331 -0.026 0.470
H 1.139 1.279 -1.096
N -0.019 -0.776 0.460
N 0.193 1.851 -0.253
F -0.857 -0.436 0.312

Results
Spin multiplicity = 1
Calculated total energy = -8887.304 eV
Charge = 0
Relative energy (zero: lowest compared OMol25 entry of this formula, charge and spin) = 42.5 kcal/mol
LUMO level = 0.5 eV
Molecular weight = 88.08 g/mol

***

No. 8
ORCA calculation (ωB97M-V with the def2-TZVPD basis set) on a single C3H5FN2 molecule.

Geometry (Å):
C -0.5195 1.3969 0.2252
C 1.1706 0.0035 -0.2273
C 0.0206 -0.9496 0.1854
N 0.6572 1.3465 -0.0475
N -1.1340 -0.1468 0.5371
F -2.1606 -0.3259 -0.3532
H -1.2849 2.1955 0.1085
H 1.9081 -0.1065 0.4317
H 1.4491 -0.2242 -1.2543
H -0.3483 -1.5039 -0.6526
H 0.2417 -1.6854 1.0470

Forces on the atoms, in the same order (eV/Å):
C -4.072 -3.028 0.299
C -3.327 -0.397 -0.963
C -0.542 -1.063 0.800
N 2.202 0.945 -1.523
N 1.844 3.904 1.691
F -0.955 -0.348 -1.324
H 0.833 -0.512 0.711
H 3.512 -0.596 2.192
H 0.355 0.577 0.046
H 0.231 -0.799 -0.582
H -0.080 1.316 -1.347

Results
Spin multiplicity = 1
Calculated total energy = -8885.993 eV
Charge = 0
Relative energy (zero: lowest compared OMol25 entry of this formula, charge and spin) = 72.7 kcal/mol
LUMO level = 1.1 eV
Molecular weight = 88.08 g/mol

***

No. 9
ORCA calculation (ωB97M-V with the def2-TZVPD basis set) on a single C3H5FN2OS molecule.

Geometry (Å):
C 1.4111 0.7471 -0.6914
C -2.3291 -0.6100 -0.0563
C 0.7261 0.6307 0.6660
N -1.6444 0.4895 0.5153
N -0.5010 0.5870 0.7471
O 2.1856 1.6411 -0.8772
F 3.5778 -0.9933 0.7041
S 2.2366 -1.1994 -0.2214
H 0.5694 0.3795 -1.4761
H -1.8065 -1.2467 -0.6521
H -2.8859 -0.1243 -0.9278
H -2.9075 -1.0282 0.6855
H 1.3677 0.7271 1.5843

Forces on the atoms, in the same order (eV/Å):
C -1.909 -0.936 -1.095
C -0.977 2.448 -2.509
C 2.514 -0.045 2.446
N -1.921 1.955 0.165
N 0.755 -0.587 0.001
O 1.003 1.150 -0.607
F -0.481 0.413 -0.115
S -0.242 -0.510 -0.337
H 1.656 0.283 0.857
H 2.437 -2.497 -0.703
H -0.342 -0.358 1.698
H -1.660 -1.082 1.207
H -0.834 -0.232 -1.008

Results
Spin multiplicity = 1
Calculated total energy = -21766.189 eV
Charge = 0
Relative energy (zero: lowest compared OMol25 entry of this formula, charge and spin) = 124.4 kcal/mol
LUMO level (spin up / spin down) = -1.3 / -1.3 eV
Molecular weight = 136.15 g/mol

***

No. 10
ORCA calculation (ωB97M-V with the def2-TZVPD basis set) on a single C3H5FO molecule.

Geometry (Å):
C 1.1141 0.1355 0.1921
C -0.2729 0.5002 -0.3983
C -1.1543 -0.5468 0.1332
H 0.9700 -0.1887 1.3116
H 1.8315 1.0670 0.1203
H -0.5868 1.6206 -0.1565
H -0.4029 0.3101 -1.5567
H -0.8273 -1.2475 1.0565
O -2.3673 -0.6133 -0.2637
F 1.6958 -1.0371 -0.4385

Forces on the atoms, in the same order (eV/Å):
C 1.295 0.911 0.738
C 1.095 0.243 -1.414
C -6.564 -0.994 0.835
H 0.458 0.865 -2.085
H -1.021 -2.232 0.077
H 0.531 -2.572 -0.332
H 0.828 0.818 2.105
H -0.386 1.309 -2.108
O 4.710 -0.266 1.562
F -0.945 1.919 0.622

Results
Spin multiplicity = 1
Calculated total energy = -7955.165 eV
Charge = 0
Relative energy (zero: lowest compared OMol25 entry of this formula, charge and spin) = 31.0 kcal/mol
LUMO level = 0.4 eV
Molecular weight = 76.07 g/mol